Record 1
Below is C35H86N3O10Y as an isolated structure in a non-equilibrium geometry, with properties calculated with wB97M-V/def2-TZVPD.

CARTESIAN COORDINATES (ANGSTROEM)
1 Y -11.700 -4.813 15.478
2 C -9.586 -1.242 14.938
3 C -9.179 -2.270 15.953
4 O -10.249 -3.148 16.323
5 H -8.784 -0.571 14.629
6 H -10.346 -0.616 15.406
7 H -9.988 -1.543 13.970
8 H -8.729 -1.829 16.842
9 H -8.312 -2.788 15.544
10 O -9.706 -3.281 20.047
11 H -9.453 -2.507 19.543
12 H -9.728 -3.989 19.403
13 O -12.330 -4.474 18.084
14 H -12.812 -4.817 18.836
15 H -11.680 -3.884 18.465
16 O -9.594 -5.317 14.442
17 H -9.462 -5.588 13.534
18 H -8.745 -4.970 14.714
19 O -13.154 -2.987 15.944
20 H -12.917 -2.115 16.260
21 H -14.095 -2.933 15.776
22 C -6.357 4.714 9.928
23 C -6.197 3.479 10.881
24 C -5.920 3.814 12.440
25 C -7.095 4.376 13.280
26 C -8.142 3.254 13.351
27 C -8.564 2.747 11.839
28 N -7.326 2.508 10.906
29 O -7.676 2.039 9.628
30 C -9.182 1.303 12.040
31 C -9.616 3.677 11.321
32 C -5.013 2.676 10.471
33 H -5.378 5.134 9.699
34 H -6.957 5.590 10.176
35 H -6.790 4.389 8.982
36 H -5.532 2.990 13.038
37 H -5.145 4.572 12.554
38 H -7.523 5.255 12.798
39 H -6.650 4.631 14.242
40 H -8.952 3.730 13.904
41 H -7.801 2.411 13.952
42 H -9.806 1.319 12.933
43 H -9.623 0.911 11.123
44 H -8.432 0.577 12.355
45 H -9.861 3.219 10.363
46 H -10.635 3.632 11.707
47 H -9.170 4.661 11.175
48 H -4.064 3.149 10.721
49 H -5.007 2.492 9.396
50 H -4.906 1.784 11.088
51 H -7.179 1.218 9.644
52 C -8.157 1.644 18.133
53 C -6.929 0.805 18.579
54 C -6.310 0.204 17.261
55 C -4.993 0.981 16.877
56 C -4.093 0.776 18.034
57 C -4.466 1.675 19.228
58 N -5.970 1.697 19.320
59 O -6.415 2.208 20.510
60 C -3.861 1.114 20.447
61 C -4.006 3.203 19.077
62 C -7.216 -0.393 19.452
63 H -8.482 2.459 18.781
64 H -9.024 0.994 18.248
65 H -8.163 1.961 17.090
66 H -6.108 -0.864 17.349
67 H -6.925 0.462 16.399
68 H -5.251 2.028 16.720
69 H -4.446 0.694 15.979
70 H -3.055 0.955 17.751
71 H -4.136 -0.270 18.340
72 H -2.774 1.041 20.408
73 H -4.115 1.561 21.408
74 H -4.069 0.047 20.535
75 H -4.297 3.889 19.872
76 H -2.926 3.346 19.033
77 H -4.248 3.677 18.125
78 H -6.382 -1.017 19.774
79 H -7.911 -1.070 18.955
80 H -7.662 -0.071 20.393
81 H -6.231 1.488 21.119
82 C -13.967 -1.418 18.848
83 C -14.276 -0.138 18.111
84 C -12.996 0.659 18.219
85 C -13.052 1.839 17.200
86 C -13.141 1.143 15.860
87 C -14.352 0.227 15.523
88 N -14.559 -0.675 16.723
89 O -15.637 -1.529 16.632
90 C -15.610 1.089 15.305
91 C -14.044 -0.631 14.272
92 C -15.427 0.643 18.901
93 H -13.653 -1.191 19.867
94 H -13.142 -1.940 18.365
95 H -14.886 -1.992 18.972
96 H -12.775 0.997 19.231
97 H -12.166 -0.017 18.012
98 H -12.216 2.533 17.120
99 H -13.982 2.396 17.314
100 H -12.223 0.631 15.571
101 H -13.134 1.948 15.126
102 H -15.894 1.606 16.222
103 H -15.603 1.761 14.447
104 H -16.533 0.517 15.207
105 H -13.012 -0.924 14.080
106 H -14.632 -1.549 14.261
107 H -14.402 -0.138 13.368
108 H -15.445 1.708 18.670
109 H -15.248 0.634 19.976
110 H -16.419 0.206 18.791
111 H -16.461 -1.058 16.774
112 C -6.196 -3.662 17.852
113 C -6.767 -5.090 17.503
114 C -6.183 -6.260 18.377
115 O -8.149 -4.955 17.695
116 H -6.374 -2.998 17.006
117 H -5.116 -3.715 17.991
118 H -6.489 -3.165 18.776
119 H -6.468 -5.241 16.466
120 H -6.270 -7.253 17.937
121 H -6.751 -6.151 19.301
122 H -5.199 -5.863 18.630
123 H -8.331 -4.083 17.337
124 C -3.900 -1.888 13.499
125 C -5.180 -2.369 12.887
126 C -6.291 -1.299 12.809
127 O -4.988 -2.905 11.562
128 H -3.669 -0.853 13.249
129 H -3.043 -2.533 13.304
130 H -3.822 -1.922 14.586
131 H -5.594 -3.226 13.418
132 H -6.821 -1.060 11.887
133 H -5.961 -0.303 13.105
134 H -7.071 -1.592 13.511
135 H -5.468 -2.430 10.880

Summary:
E: -2339.3238 a.u.
multiplicity: 1
frontier orbital gap: 0.08818 hartree
charge: +2
HOMO energy: -11.172 eV


Record 2
Below is a 10-piece molecular cluster, C35H86NO14PS11 overall in a non-equilibrium geometry, with properties calculated with wB97M-V/def2-TZVPD.

CARTESIAN COORDINATES (ANGSTROEM)
1 C 0.494 1.729 -5.089
2 C 1.484 1.969 -4.475
3 C 2.605 2.299 -3.604
4 C 2.621 1.317 -2.399
5 C 2.449 1.926 -0.991
6 C 1.172 1.446 -0.263
7 C 1.200 2.047 1.161
8 C -0.118 2.392 1.870
9 C -0.561 3.858 1.784
10 C 0.552 4.806 2.105
11 O 1.030 5.562 1.308
12 O 0.990 4.776 3.399
13 C 2.316 4.264 3.574
14 C 3.016 4.984 4.721
15 O 1.264 0.035 -0.298
16 C 0.457 -0.732 0.556
17 C -0.987 -0.916 0.060
18 C -2.008 -1.209 1.188
19 C -3.050 -0.098 1.429
20 S -3.089 0.575 3.122
21 C 1.175 -2.098 0.624
22 N 2.548 -1.880 1.121
23 O 1.259 -2.709 -0.637
24 O 0.486 -2.921 1.512
25 P -0.237 2.130 -1.309
26 S 0.042 3.951 -1.904
27 H -0.441 1.305 -5.386
28 H 3.534 2.232 -4.172
29 H 2.503 3.327 -3.264
30 H 3.577 0.794 -2.418
31 H 1.877 0.546 -2.580
32 H 3.256 1.522 -0.384
33 H 2.547 3.004 -0.958
34 H 1.686 1.275 1.763
35 H 1.891 2.885 1.156
36 H -0.924 1.757 1.513
37 H 0.011 2.175 2.930
38 H -1.331 3.999 2.549
39 H -1.017 4.143 0.839
40 H 2.282 3.186 3.754
41 H 2.907 4.405 2.669
42 H 3.472 4.308 5.437
43 H 3.807 5.618 4.333
44 H 2.328 5.640 5.244
45 H 0.417 -0.408 1.598
46 H -1.051 -1.761 -0.626
47 H -1.354 -0.056 -0.496
48 H -1.454 -1.356 2.115
49 H -2.510 -2.155 1.008
50 H -4.037 -0.521 1.265
51 H -2.896 0.729 0.740
52 H -1.935 0.091 3.593
53 H 2.730 -2.564 1.847
54 H 3.184 -2.084 0.361
55 H 0.884 -2.137 -1.315
56 H 0.653 -3.825 1.217
57 H -0.408 1.176 -2.329
58 H -1.450 2.058 -0.604
59 C 5.530 9.491 6.939
60 S 4.994 8.413 5.603
61 O 4.469 7.162 6.205
62 C 6.634 8.043 4.979
63 H 4.646 9.806 7.488
64 H 6.202 8.945 7.601
65 H 6.031 10.363 6.518
66 H 7.237 7.604 5.775
67 H 7.095 8.959 4.611
68 H 6.532 7.342 4.154
69 C -5.722 -5.179 -0.097
70 S -5.892 -3.708 0.907
71 O -4.937 -2.695 0.372
72 C -5.136 -4.399 2.382
73 H -6.098 -4.950 -1.093
74 H -4.673 -5.464 -0.158
75 H -6.304 -5.990 0.335
76 H -4.125 -4.733 2.149
77 H -5.741 -5.231 2.740
78 H -5.102 -3.616 3.138
79 C -0.401 6.569 -6.927
80 S -1.193 5.190 -6.086
81 O -2.295 4.725 -6.972
82 C -1.938 6.166 -4.779
83 H 0.098 6.179 -7.812
84 H -1.155 7.299 -7.221
85 H 0.334 7.023 -6.262
86 H -2.584 6.926 -5.220
87 H -1.150 6.626 -4.181
88 H -2.521 5.500 -4.145
89 C -3.886 -9.249 -2.275
90 S -5.187 -8.061 -1.962
91 O -5.578 -8.223 -0.530
92 C -6.444 -8.882 -2.946
93 H -3.003 -8.952 -1.717
94 H -4.221 -10.231 -1.947
95 H -3.651 -9.259 -3.339
96 H -6.582 -9.907 -2.590
97 H -6.133 -8.887 -3.991
98 H -7.366 -8.312 -2.844
99 C -3.980 -13.422 -1.405
100 S -5.292 -13.181 -2.608
101 O -5.990 -11.920 -2.233
102 C -6.330 -14.532 -2.043
103 H -3.238 -12.641 -1.561
104 H -4.392 -13.348 -0.399
105 H -3.522 -14.398 -1.564
106 H -6.581 -14.384 -0.992
107 H -5.802 -15.475 -2.183
108 H -7.237 -14.528 -2.643
109 C -3.703 7.591 -0.722
110 S -4.120 5.844 -0.705
111 O -3.360 5.211 -1.811
112 C -5.812 6.046 -1.278
113 H -2.658 7.682 -0.433
114 H -3.847 7.990 -1.726
115 H -4.330 8.121 -0.004
116 H -5.812 6.551 -2.243
117 H -6.378 6.619 -0.543
118 H -6.247 5.054 -1.381
119 C 4.813 6.332 0.210
120 S 5.112 8.077 0.513
121 O 6.138 8.162 1.590
122 C 3.521 8.404 1.281
123 H 5.714 5.910 -0.230
124 H 4.593 5.830 1.152
125 H 3.978 6.223 -0.482
126 H 3.392 7.754 2.147
127 H 2.727 8.229 0.555
128 H 3.510 9.445 1.594
129 C 7.973 1.159 1.146
130 S 6.611 1.302 -0.018
131 O 5.907 2.575 0.285
132 C 5.624 -0.024 0.689
133 H 8.697 1.935 0.908
134 H 7.601 1.299 2.160
135 H 8.438 0.179 1.039
136 H 5.412 0.195 1.735
137 H 6.167 -0.965 0.596
138 H 4.691 -0.084 0.134
139 C 0.116 -10.456 0.543
140 S 0.008 -9.326 -0.849
141 O -0.807 -10.002 -1.892
142 C 1.726 -9.476 -1.351
143 H -0.878 -10.540 0.979
144 H 0.452 -11.432 0.195
145 H 0.807 -10.054 1.284
146 H 1.951 -10.519 -1.570
147 H 2.370 -9.102 -0.555
148 H 1.863 -8.872 -2.246

Summary:
E: -7214.3329 a.u.
multiplicity: 1
frontier orbital gap: 0.29657 hartree
charge: 0
HOMO energy: -8.012 eV


Record 3
Below is a 5-piece molecular cluster, C35H88BFI2N12O10P4 overall in a non-equilibrium geometry, with properties calculated with wB97M-V/def2-TZVPD.

CARTESIAN COORDINATES (ANGSTROEM)
1 C -8.098 2.268 5.224
2 C -6.503 2.075 5.549
3 B -5.496 3.093 4.741
4 O -6.128 4.097 3.818
5 C -3.850 3.059 4.840
6 C -3.364 1.887 3.803
7 C -3.750 2.141 2.230
8 C -3.287 3.605 1.634
9 O -4.246 4.541 1.403
10 O -1.893 4.012 1.352
11 O -3.291 4.417 4.748
12 C -1.890 4.342 5.199
13 O -0.871 5.176 4.946
14 O -1.752 3.082 5.984
15 C -3.153 2.650 6.302
16 F -3.648 3.790 7.154
17 C -3.339 1.116 6.855
18 I -1.572 -0.117 6.328
19 C -3.615 1.171 8.497
20 C -2.398 1.870 9.345
21 I -4.001 -0.876 9.273
22 H -8.342 2.768 4.195
23 H -8.573 1.174 5.179
24 H -8.647 2.868 6.086
25 H -6.208 0.978 5.227
26 H -6.323 2.134 6.720
27 H -6.555 4.820 4.393
28 H -2.209 1.629 3.863
29 H -3.925 0.889 4.138
30 H -4.887 1.918 1.979
31 H -3.136 1.332 1.604
32 H -1.813 4.928 1.798
33 H -4.295 0.582 6.380
34 H -4.578 1.857 8.620
35 H -1.429 1.844 8.686
36 H -2.664 3.024 9.492
37 H -2.252 1.444 10.435
38 O 2.298 -0.875 2.106
39 P 2.756 0.214 1.104
40 N 1.449 1.221 1.395
41 C 0.120 1.172 0.833
42 C 1.486 1.972 2.643
43 N 2.668 -0.836 -0.241
44 C 1.540 -0.995 -1.137
45 C 3.242 -2.173 0.005
46 N 3.282 1.466 -0.046
47 C 2.510 2.311 -0.941
48 C 4.672 1.329 -0.470
49 H -0.372 2.148 0.921
50 H -0.504 0.423 1.333
51 H 0.131 0.970 -0.236
52 H 1.974 2.933 2.481
53 H 2.048 1.436 3.415
54 H 0.490 2.164 3.058
55 H 0.598 -1.111 -0.596
56 H 1.638 -1.881 -1.777
57 H 1.466 -0.166 -1.840
58 H 2.522 -2.844 0.490
59 H 4.132 -2.102 0.646
60 H 3.578 -2.636 -0.932
61 H 1.902 1.756 -1.651
62 H 3.163 2.956 -1.547
63 H 1.873 2.999 -0.391
64 H 4.759 0.697 -1.359
65 H 5.270 0.879 0.329
66 H 5.126 2.304 -0.682
67 O 3.343 -5.372 -1.439
68 P 3.874 -6.531 -2.317
69 N 2.553 -7.524 -2.041
70 C 2.292 -8.403 -0.927
71 C 1.334 -7.179 -2.761
72 N 5.264 -6.768 -1.351
73 C 5.402 -7.711 -0.259
74 C 5.939 -5.517 -0.956
75 N 4.484 -7.864 -3.327
76 C 4.391 -9.303 -3.149
77 C 5.586 -7.480 -4.204
78 H 1.563 -9.172 -1.204
79 H 1.905 -7.855 -0.060
80 H 3.175 -8.963 -0.627
81 H 1.310 -7.699 -3.718
82 H 1.279 -6.104 -2.961
83 H 0.423 -7.441 -2.210
84 H 4.554 -7.673 0.429
85 H 6.297 -7.519 0.346
86 H 5.540 -8.729 -0.622
87 H 5.479 -5.068 -0.066
88 H 5.901 -4.781 -1.771
89 H 7.003 -5.691 -0.752
90 H 4.830 -9.658 -2.220
91 H 4.916 -9.841 -3.953
92 H 3.362 -9.648 -3.210
93 H 6.554 -7.618 -3.714
94 H 5.494 -6.428 -4.492
95 H 5.576 -8.056 -5.138
96 O -4.410 -1.006 1.365
97 P -4.885 -1.749 0.093
98 N -6.506 -1.400 0.332
99 C -7.470 -2.079 1.165
100 C -6.920 -0.039 0.018
101 N -4.309 -3.264 0.634
102 C -5.071 -4.272 1.343
103 C -2.961 -3.214 1.230
104 N -5.432 -2.603 -1.370
105 C -6.625 -3.396 -1.611
106 C -4.355 -2.917 -2.305
107 H -8.490 -1.861 0.831
108 H -7.378 -1.781 2.216
109 H -7.387 -3.161 1.095
110 H -7.235 0.021 -1.024
111 H -6.098 0.671 0.161
112 H -7.749 0.313 0.644
113 H -5.642 -3.848 2.173
114 H -4.431 -5.050 1.777
115 H -5.736 -4.818 0.674
116 H -2.993 -2.924 2.289
117 H -2.326 -2.493 0.697
118 H -2.456 -4.184 1.147
119 H -6.727 -4.246 -0.942
120 H -6.631 -3.813 -2.629
121 H -7.526 -2.790 -1.555
122 H -3.913 -3.894 -2.091
123 H -3.565 -2.162 -2.242
124 H -4.708 -2.908 -3.343
125 O 6.114 5.231 -6.115
126 P 5.390 6.244 -5.194
127 N 4.648 5.068 -4.260
128 C 3.432 4.335 -4.518
129 C 5.500 4.388 -3.293
130 N 4.491 6.927 -6.476
131 C 3.153 6.549 -6.887
132 C 5.283 7.182 -7.694
133 N 4.558 7.407 -4.135
134 C 3.237 7.359 -3.533
135 C 5.076 8.768 -4.235
136 H 3.019 3.932 -3.586
137 H 3.599 3.502 -5.211
138 H 2.641 4.971 -4.911
139 H 5.475 4.919 -2.341
140 H 6.540 4.355 -3.632
141 H 5.197 3.350 -3.110
142 H 3.041 5.466 -6.978
143 H 2.883 6.969 -7.864
144 H 2.398 6.946 -6.209
145 H 5.367 6.284 -8.322
146 H 6.297 7.516 -7.436
147 H 4.840 7.987 -8.292
148 H 2.430 7.270 -4.256
149 H 3.024 8.273 -2.959
150 H 3.156 6.552 -2.810
151 H 4.555 9.340 -5.009
152 H 6.143 8.752 -4.481
153 H 4.989 9.303 -3.282

Summary:
E: -4880.5862 a.u.
multiplicity: 1
frontier orbital gap: 0.22311 hartree
structure (SMILES): CCB(O)[C@@]1(CCC(=O)O)OC(=O)O[C@]1(F)[C@@H](I)[C@H](C)I.CN(C)P(=O)(N(C)C)N(C)C.CN(C)P(=O)(N(C)C)N(C)C.CN(C)P(=O)(N(C)C)N(C)C.CN(C)P(=O)(N(C)C)N(C)C
charge: 0
HOMO energy: -7.546 eV


Number 1: lowest unoccupied orbital energy -8.77 eV. Number 2: lowest unoccupied orbital energy 0.06 eV. Number 3: lowest unoccupied orbital energy -1.48 eV.